117
Properties=species:S:1:pos:R:3:forces:R:3 method="wB97M-V/def2-TZVPD" energy_ev=-150522.933 gap_ev=4.70 e_homo_ev=-1.71 total_charge=-2
Cs -0.44450 -0.03422 -0.09129 0.197 -2.376 0.781
I 0.93755 -4.52086 0.62936 -0.168 0.035 0.112
Cl -8.71518 0.32254 -5.74881 0.004 0.002 0.014
Cl 4.70990 -2.22519 -7.61001 -0.020 0.012 0.023
Cl -5.64008 3.36925 6.95862 -0.004 0.000 0.000
Cl 6.93047 5.26603 3.17946 -0.014 -0.009 -0.014
S -0.32358 -5.51802 7.01323 0.170 -0.226 -0.152
N -0.30174 2.49877 0.88188 0.065 0.625 0.189
N -2.78117 1.41561 -0.33778 -0.201 0.365 -0.203
N -1.18396 0.63803 -2.70706 -0.085 0.487 -0.286
N 0.42136 -1.11512 2.94061 0.016 0.091 0.005
N 0.67170 -4.32024 6.57424 -0.130 0.235 0.111
N 1.30864 1.51516 -1.39483 0.284 0.625 -0.266
N -1.40135 -5.42949 5.80853 -0.176 0.220 0.096
N -1.78804 -2.36881 2.06649 -0.206 0.032 -0.005
C 3.47766 2.24834 -1.58782 0.071 -0.023 -0.047
C 4.73489 -4.30440 -2.37645 0.025 -0.016 0.002
C -3.43058 -4.10599 2.19322 -0.025 -0.031 0.014
C 3.66772 -1.91099 -5.12168 -0.022 0.025 0.021
C -5.89078 -0.10735 -2.95072 0.058 0.053 -0.013
C 3.95471 -5.42241 -2.33027 -0.045 0.000 0.033
C -5.08436 1.48520 -4.53941 0.043 0.035 0.017
C 5.54129 4.54280 2.39077 0.114 0.010 0.038
C -7.06931 -0.24558 -3.66609 0.013 0.039 -0.062
C -1.23307 -2.83336 3.18745 0.174 -0.003 -0.006
C 2.79408 -0.46486 -6.84913 -0.005 -0.013 0.045
C 0.92421 3.00932 2.75301 0.020 0.006 0.056
C 2.84879 -5.46568 -1.45167 0.054 0.035 -0.009
C -6.25472 1.35783 -5.27281 -0.009 -0.009 -0.008
C -2.86649 -4.59359 3.35087 0.010 0.058 -0.073
C 4.91547 -0.92392 -0.88369 0.109 -0.193 -0.156
C -3.27461 2.57022 3.17650 -0.015 -0.017 -0.036
C 2.27049 2.22201 -0.76121 -0.127 0.007 0.043
C -3.77450 1.33541 -1.23769 0.043 -0.071 -0.031
C 3.31913 -3.16336 -0.69460 -0.253 -0.115 0.149
C -1.04369 -4.40633 5.05193 0.015 -0.143 -0.013
C 1.10429 0.34856 -3.53836 0.028 0.090 0.049
C 3.32614 3.39110 1.15126 0.069 -0.077 -0.059
C 0.70030 -2.63257 4.77189 0.010 0.021 -0.041
C 3.27955 4.69260 1.65247 -0.032 0.048 0.005
C 2.12462 2.78179 0.51677 0.051 0.044 0.087
C -4.71214 2.16064 0.64041 -0.073 -0.005 0.033
C -3.20242 3.80555 3.81967 -0.025 0.004 0.024
C 1.95071 -0.28513 -4.58570 0.020 -0.023 -0.012
C -3.62268 0.88273 -2.57749 -0.014 0.018 0.046
C 1.56271 -0.54396 3.27176 0.010 -0.063 -0.073
C 5.63329 3.25212 1.90185 -0.028 0.020 -0.010
C -4.82681 1.82392 4.88322 0.008 -0.011 -0.007
C 0.15325 -3.76502 5.49173 0.102 -0.090 0.018
C -4.87416 0.75613 -3.36979 -0.174 -0.105 0.055
C -3.28892 1.92400 0.80385 0.151 0.055 -0.104
C 2.92383 -2.04052 0.11515 0.173 -0.140 -0.211
C 1.95418 0.12751 -5.91695 0.000 -0.010 0.001
C -0.30122 0.24358 -3.64356 -0.037 0.145 0.050
C -3.92312 4.05903 4.97682 0.019 -0.013 -0.021
C -1.74060 -3.95088 3.86414 -0.006 -0.011 -0.013
C -2.33525 0.00698 -4.59079 0.013 -0.060 -0.054
C -1.02284 -0.19896 -4.83584 -0.012 -0.132 -0.024
C 5.26083 -2.01481 -1.63772 -0.115 0.062 0.124
C 4.44555 -3.17240 -1.57130 0.212 0.116 -0.114
C 3.21072 1.49397 -2.67368 0.028 -0.023 -0.007
C 3.64012 -1.47842 -6.43415 0.068 -0.046 -0.096
C 1.89867 -2.00902 5.12416 -0.022 0.090 -0.071
C 1.82093 1.04734 -2.53909 -0.103 0.121 -0.068
C 2.57095 -4.37489 -0.67571 0.053 -0.113 -0.078
C 4.37522 5.27471 2.27161 -0.043 -0.005 -0.018
C -5.01205 1.81345 -0.63805 -0.095 0.023 0.025
C -0.35592 2.82651 3.15639 -0.004 -0.040 0.077
C 2.82000 -1.30827 -4.20402 0.016 -0.008 -0.028
C 0.00037 -2.15498 3.65722 -0.010 -0.097 -0.029
C 4.52658 2.68653 1.28658 -0.063 0.085 0.007
C -1.12417 2.51463 1.96286 -0.040 0.139 -0.106
C 3.77423 -0.96115 -0.05583 -0.162 0.277 0.181
C 2.34043 -0.95644 4.35684 0.025 -0.010 0.020
C 0.93912 2.78603 1.31223 -0.013 -0.005 -0.059
C -2.42708 0.54697 -3.23307 0.140 -0.074 0.030
C -2.84923 -2.98989 1.58812 0.011 0.025 0.046
C -4.72791 3.06029 5.49539 -0.034 0.017 0.048
C -4.09942 1.58899 3.72619 -0.028 0.032 0.016
C -2.51740 2.29807 1.92862 0.018 0.095 -0.053
C -7.23435 0.49118 -4.82651 -0.078 -0.034 -0.004
H 4.58754 1.67431 0.91451 -0.007 -0.082 -0.006
H 4.32612 6.28564 2.65284 0.006 0.005 0.006
H -5.74032 -0.68052 -2.04516 -0.008 -0.007 0.012
H -3.26270 -2.58308 0.67053 -0.011 0.000 -0.009
H -3.15439 -0.21443 -5.25706 -0.022 0.003 0.005
H -5.97175 1.91328 -1.12228 0.003 -0.015 -0.021
H -3.86661 5.02196 5.46601 -0.010 -0.003 0.017
H 4.33435 -2.70383 -4.80969 -0.001 -0.003 -0.009
H 2.22953 -6.35015 -1.39091 0.008 -0.017 -0.016
H 2.45981 -2.36936 5.97617 -0.001 -0.017 0.009
H -6.41093 1.92939 -6.17765 0.010 0.005 -0.004
H 1.88577 0.27733 2.64082 0.001 0.016 0.018
H 5.51241 -0.01768 -0.94297 0.006 0.011 -0.003
H 2.36227 5.25807 1.54915 -0.014 -0.009 0.003
H 4.39894 2.76626 -1.36963 -0.006 0.009 0.003
H -0.58944 -0.61529 -5.73129 0.006 -0.003 -0.014
H 6.12419 -2.00411 -2.29530 0.000 -0.011 -0.013
H 3.87415 1.27233 -3.49544 0.007 0.010 -0.016
H -4.15969 0.62583 3.23632 0.008 -0.015 -0.006
H -4.29718 -4.57381 1.74612 -0.002 -0.011 0.008
H 5.59601 -4.26156 -3.03748 0.010 -0.005 -0.005
H -5.37759 2.59270 1.37289 -0.012 -0.001 0.001
H 3.27337 -0.45220 4.56856 0.007 -0.014 0.015
H 6.55173 2.69117 2.00883 0.010 0.005 0.006
H -3.26463 -5.46211 3.85849 0.007 -0.010 0.016
H 2.84027 -1.63357 -3.16970 -0.018 0.024 0.008
H 1.77408 3.22270 3.38328 0.024 0.006 -0.013
H -2.57357 4.57768 3.39567 -0.007 0.005 -0.005
H 2.80518 -0.13782 -7.87995 -0.007 0.000 -0.011
H 1.30051 0.93596 -6.21934 -0.001 0.011 -0.004
H -5.45524 1.05404 5.30991 -0.010 0.008 0.010
H 3.53761 -0.03572 0.46863 0.007 0.045 0.055
H -7.84839 -0.91870 -3.33543 -0.003 -0.012 0.000
H 4.17668 -6.27853 -2.95698 -0.002 -0.007 0.001
H -0.72905 2.86082 4.16849 0.016 -0.001 0.006
H -4.31429 2.16863 -4.87371 0.013 -0.003 0.008